# C40H67ClN8O6S2

A 7-piece molecular cluster, C40H67ClN8O6S2 overall (ωB97M-V/def2-TZVPD, the OMol25 dataset).

Summary:
**DFT total energy**: -100953.609 eV
**Max |F|**: 7.58 eV Å⁻¹
**SMILES string**: CCC[C@H]1[C@H](CCCOC(C)=O)[C@](Cl)(CCSc2nnco2)COS1(=O)=O.CCCC#N.CCCC#N.CCCC#N.CCCC#N.CCCC#N.CCCC#N
**HOMO**: -0.3086 Ha

Each atom is followed by the atoms it is bonded to, with distances in Å.
Positions of all 124 atoms, in Å:
1 C -0.84 -7.31 -0.77  H42 1.093, H69 1.094, H100 1.095, C123 1.525
2 C 2.34 -2.42 -2.50  H25 1.155, C36 1.618, O112 1.470, H119 1.171
3 C -12.10 6.33 -1.83  C38 1.525, H90 1.093, H93 1.094, H124 1.095
4 O 0.98 3.46 -0.26  C59 1.460, S97 1.720
5 C 0.06 -2.59 6.62  C60 1.509, N87 1.213
6 C -10.65 1.85 -2.98  H11 1.095, C55 1.525, H82 1.094, H110 1.093
7 H 11.32 2.24 -0.34  C44 1.096
8 C 2.87 0.42 5.70  H13 1.094, H18 1.094, H23 1.095, C103 1.525
9 C -4.01 -1.81 -1.25  N28 1.483, O32 1.440, S61 1.850
10 H 6.06 -2.08 -0.77  C16 1.167
11 H -11.58 1.27 -3.05  C6 1.095
12 C 9.83 0.71 -0.02  C14 1.509, C44 1.530, H65 1.094, H67 1.094
13 H 3.62 -0.34 5.97  C8 1.094
14 C 8.68 1.68 0.09  C12 1.509, N34 1.213
15 H 4.36 1.79 2.86  C35 1.094
16 C 5.29 -2.94 -0.82  H10 1.167, H24 1.169, C57 1.628, H107 1.153
17 H 9.74 2.43 -2.27  C73 1.094
18 H 2.50 0.85 6.64  C8 1.094
19 O 3.30 4.48 -0.99  S97 1.532
20 H 2.28 2.48 -2.83  C118 1.172
21 N -6.23 -1.55 -1.70  N28 1.387, C116 1.484
22 H -11.81 6.41 -4.62  C81 1.094
23 H 2.04 -0.09 5.21  C8 1.095
24 H 4.40 -2.73 -0.08  C16 1.169
25 H 2.08 -2.55 -1.38  C2 1.155
26 H -0.95 2.75 -0.74  C59 1.170
27 C 5.05 -0.05 3.70  C35 1.509, N54 1.213
28 N -5.09 -2.14 -2.22  C9 1.483, N21 1.387
29 H 0.02 -1.75 -0.50  C99 1.164
30 H 11.38 2.10 -2.82  C73 1.093
31 C -9.29 -0.24 -2.47  H52 1.094, C55 1.530, C98 1.508, H109 1.094
32 O -4.44 -0.99 -0.15  C9 1.440, C116 1.441
33 H -1.45 -1.20 0.55  C99 1.166
34 N 7.75 2.46 0.17  C14 1.213
35 C 3.96 0.97 3.47  H15 1.094, C27 1.509, H47 1.093, C103 1.530
36 C 1.27 -1.52 -3.31  C2 1.618, H56 1.171, C117 1.609, H120 1.151
37 Cl 0.67 0.67 0.99  C122 1.873
38 C -11.43 7.38 -2.72  C3 1.525, H39 1.096, C81 1.530, H89 1.095
39 H -10.58 7.81 -2.18  C38 1.096
40 H -8.54 1.62 -3.29  C55 1.095
41 H 2.18 -3.18 9.17  C88 1.095
42 H -0.90 -8.30 -1.23  C1 1.093
43 H 6.41 1.42 -1.67  C62 1.170
44 C 10.96 1.33 -0.84  H7 1.096, C12 1.530, C73 1.525, H78 1.095
45 H 0.16 2.86 -2.21  C59 1.172
46 H 1.92 -1.64 10.02  C88 1.093
47 H 3.14 0.50 2.91  C35 1.093
48 H 0.83 -7.84 0.46  C123 1.095
49 C 0.37 -4.58 -0.52  N51 1.214, C83 1.508
50 H 4.25 0.48 -2.84  C68 1.156
51 N 0.10 -3.69 -1.30  C49 1.214
52 H -10.17 -0.88 -2.55  C31 1.094
53 H -1.79 0.79 -0.74  C111 1.173
54 N 5.92 -0.87 3.88  C27 1.213
55 C -9.44 1.00 -3.36  C6 1.525, C31 1.530, H40 1.095, H84 1.095
56 H 1.42 -1.80 -4.44  C36 1.171
57 C 4.68 -2.98 -2.33  C16 1.628, O75 1.297, O112 1.441
58 H -0.18 -2.93 10.02  C85 1.095
59 C 0.16 2.58 -1.08  O4 1.460, H26 1.170, H45 1.172, C122 1.635
60 C -0.32 -3.28 7.90  C5 1.509, H66 1.094, C85 1.530, H86 1.094
61 S -2.27 -2.40 -1.46  C9 1.850, C99 1.872
62 C 5.36 1.55 -1.18  H43 1.170, H64 1.167, C68 1.612, C71 1.619
63 N -9.13 4.85 -3.65  C94 1.213
64 H 5.43 2.56 -0.61  C62 1.167
65 H 9.48 -0.22 -0.49  C12 1.094
66 H 0.15 -4.27 7.93  C60 1.094
67 H 10.18 0.46 0.99  C12 1.094
68 C 4.25 1.53 -2.35  H50 1.156, C62 1.612, H70 1.171, C118 1.618
69 H -1.14 -6.58 -1.53  C1 1.094
70 H 4.58 2.27 -3.20  C68 1.171
71 C 5.22 0.39 -0.07  C62 1.619, H76 1.151, H115 1.163, H121 1.170
72 H -1.16 0.17 -2.36  C111 1.151
73 C 10.54 1.68 -2.26  H17 1.094, H30 1.093, C44 1.525, H114 1.095
74 H 2.41 -0.11 -1.04  C104 1.170
75 O 5.04 -3.92 -3.15  C57 1.297
76 H 4.44 -0.42 -0.33  C71 1.151
77 H -6.56 -0.27 0.25  C116 1.165
78 H 11.80 0.63 -0.88  C44 1.095
79 H 2.70 2.27 4.63  C103 1.095
80 H 0.01 -5.63 1.31  C83 1.094
81 C -10.97 6.82 -4.06  H22 1.094, C38 1.530, H91 1.094, C94 1.509
82 H -10.56 2.25 -1.97  C6 1.094
83 C 0.69 -5.69 0.46  C49 1.508, H80 1.094, H102 1.094, C123 1.530
84 H -9.54 0.68 -4.40  C55 1.095
85 C 0.14 -2.44 9.10  H58 1.095, C60 1.530, C88 1.525, H101 1.096
86 H -1.40 -3.42 7.93  C60 1.094
87 N 0.37 -2.03 5.58  C5 1.213
88 C 1.65 -2.22 9.13  H41 1.095, H46 1.093, C85 1.525, H92 1.094
89 H -12.15 8.20 -2.90  C38 1.095
90 H -12.44 6.78 -0.90  C3 1.093
91 H -10.51 7.61 -4.66  C81 1.094
92 H 2.00 -1.67 8.26  C88 1.094
93 H -11.40 5.53 -1.57  C3 1.094
94 C -9.95 5.73 -3.83  N63 1.213, C81 1.509
95 H 4.28 1.99 5.34  C103 1.096
96 H 1.27 -7.10 -1.08  C123 1.096
97 S 2.65 3.17 -0.51  O4 1.720, O19 1.532, O105 1.518, C118 1.855
98 C -9.10 0.19 -1.03  C31 1.508, N113 1.217
99 C -1.06 -1.31 -0.54  H29 1.164, H33 1.166, S61 1.872, C111 1.660
100 H -1.58 -7.27 0.05  C1 1.095
101 H -0.36 -1.46 9.07  C85 1.096
102 H 1.71 -5.55 0.83  C83 1.094
103 C 3.46 1.51 4.81  C8 1.525, C35 1.530, H79 1.095, H95 1.096
104 C 1.78 0.62 -1.70  H74 1.170, C117 1.621, C118 1.656, C122 1.633
105 O 3.20 2.70 0.82  S97 1.518
106 H 2.37 0.32 -3.95  C117 1.169
107 H 5.86 -3.91 -0.57  C16 1.153
108 H 0.59 0.66 -3.60  C117 1.171
109 H -8.42 -0.82 -2.79  C31 1.094
110 H -10.74 2.71 -3.66  C6 1.093
111 C -0.92 0.19 -1.24  H53 1.173, H72 1.151, C99 1.660, C122 1.628
112 O 3.73 -1.97 -2.71  C2 1.470, C57 1.441
113 N -8.95 0.52 0.13  C98 1.217
114 H 10.18 0.79 -2.79  C73 1.095
115 H 5.05 0.88 0.97  C71 1.163
116 C -5.84 -0.86 -0.44  N21 1.484, O32 1.441, H77 1.165
117 C 1.51 0.07 -3.20  C36 1.609, C104 1.621, H106 1.169, H108 1.171
118 C 2.75 1.95 -1.90  H20 1.172, C68 1.618, S97 1.855, C104 1.656
119 H 2.29 -3.49 -2.96  C2 1.171
120 H 0.17 -1.76 -3.08  C36 1.151
121 H 6.25 -0.16 0.02  C71 1.170
122 C 0.44 0.98 -0.84  Cl37 1.873, C59 1.635, C104 1.633, C111 1.628
123 C 0.56 -7.04 -0.24  C1 1.525, H48 1.095, C83 1.530, H96 1.096
124 H -12.96 5.89 -2.33  C3 1.095